Record 1
A 12-piece molecular cluster, C36H72BCl22N6O5 overall in a non-equilibrium geometry. Source: OMol25; level of theory: ωB97M-V with the def2-TZVPD basis set.

```
! wB97M-V def2-TZVPD RIJCOSX def2/J DEFGRID3
* xyz 1 1
C 6.74106 -1.14014 2.39672
C 6.35403 -0.76591 0.89072
N 4.97662 -1.28566 0.63353
C 4.28511 -0.53550 -0.44233
N 5.35281 -0.20512 -1.46346
C 5.53760 -1.16482 -2.23734
O 5.93583 -2.14466 -2.68156
C 3.79952 0.83304 0.15191
C 2.44080 1.36372 -0.43415
C 2.63459 2.93552 -0.63910
O 3.13701 3.57195 0.54324
O 2.47270 4.78299 0.59110
C 1.33728 1.20968 0.67603
C -0.11880 1.52175 0.19144
O -0.34801 2.14829 -0.82877
N -1.29155 1.12719 0.95489
C -0.92911 0.69002 2.32391
C -2.03732 0.08253 0.21421
N 2.06849 0.82291 -1.74887
C 2.34417 -0.55078 -1.90141
N 1.70385 -1.15696 -2.88610
N 3.25658 -1.33071 -1.15120
B 2.60335 -2.37646 -0.27547
O 2.19920 -2.17513 1.04778
C 2.34342 -3.84655 -0.91726
C 1.30543 -4.68708 -0.02049
H 5.88687 -0.98630 3.11025
H 7.18249 -2.16588 2.47934
H 7.54148 -0.41055 2.72061
H 7.13188 -1.27575 0.25985
H 6.43641 0.34948 0.82909
H 4.49803 -1.13815 1.53114
H 3.72968 0.84769 1.27598
H 4.59798 1.59061 -0.09923
H 3.46083 3.02906 -1.41851
H 1.73613 3.43062 -1.08101
H 1.86497 4.78469 1.36448
H 1.55732 1.91780 1.53050
H 1.36285 0.17701 1.11602
H -0.25141 1.42186 2.85043
H -0.33776 -0.28210 2.24690
H -1.82443 0.44773 2.95752
H -1.35591 -0.74889 -0.11796
H -2.90538 -0.26937 0.83418
H -2.47460 0.56647 -0.70424
H 2.43288 1.38666 -2.52518
H 0.95834 -0.68813 -3.41262
H 1.95939 -2.08709 -3.22388
H 2.76286 -2.64236 1.69399
H 3.31097 -4.43417 -0.91196
H 1.87915 -3.79522 -1.93867
H 0.74296 -5.37976 -0.71563
H 1.83861 -5.36354 0.70461
H 0.52748 -4.04943 0.46558
Cl -3.26228 2.51219 -3.93408
C -1.87541 3.62531 -3.83579
C -0.93848 3.47424 -5.01368
Cl -0.07507 1.91363 -4.98056
H -1.36346 3.44354 -2.89006
H -2.28160 4.63710 -3.81487
H -0.17966 4.25683 -4.98480
H -1.46702 3.54846 -5.96337
Cl 2.69413 -2.18741 5.24820
C 3.59877 -3.69674 5.54525
C 4.84091 -3.78974 4.69161
Cl 4.45287 -4.00716 2.96366
H 2.92582 -4.53514 5.36733
H 3.87616 -3.69923 6.59935
H 5.43384 -4.65193 4.99194
H 5.46268 -2.90003 4.78910
Cl 8.27348 -5.02452 5.10046
C 8.39349 -6.33599 6.30188
C 7.06523 -7.02173 6.53214
Cl 5.89658 -5.96436 7.36802
H 8.79266 -5.91383 7.22420
H 9.11670 -7.05397 5.91430
H 7.20525 -7.89767 7.16629
H 6.61593 -7.34888 5.59491
Cl -2.20318 0.42015 5.87933
C -0.90160 1.21479 6.79997
C -0.18248 2.26435 5.98262
Cl 0.78358 1.54631 4.66530
H -0.21740 0.44310 7.15182
H -1.36733 1.68055 7.66883
H 0.51156 2.81573 6.61773
H -0.87881 2.97691 5.54116
Cl 7.70974 -2.82551 7.74662
C 7.25374 -2.99313 9.46145
C 8.14336 -2.17538 10.37031
Cl 9.80279 -2.81845 10.44003
H 7.28510 -4.05215 9.71689
H 6.22172 -2.65151 9.54966
H 7.75240 -2.19888 11.38822
H 8.19631 -1.13549 10.04969
Cl -2.26460 -3.97512 -0.97231
C -3.37814 -4.02053 0.42017
C -2.80983 -3.30595 1.62480
Cl -1.42085 -4.17041 2.32865
H -3.60115 -5.06375 0.64102
H -4.30116 -3.53371 0.10362
H -3.56761 -3.23846 2.40654
H -2.48777 -2.29699 1.37573
Cl -0.51995 5.84012 -0.58727
C -1.66443 5.74535 0.77489
C -1.14688 6.45955 2.00492
Cl 0.25035 5.62135 2.73455
H -1.86386 4.69244 0.97597
H -2.59245 6.21118 0.44244
H -1.92557 6.49370 2.76735
H -0.84651 7.48203 1.77951
Cl -7.13992 3.72090 -2.56165
C -6.96176 2.63134 -3.96290
C -8.28517 2.05415 -4.40923
Cl -8.95102 0.90192 -3.22214
H -6.25316 1.84880 -3.69333
H -6.52694 3.22083 -4.76920
H -8.15280 1.50478 -5.34210
H -9.02733 2.83417 -4.57657
Cl -10.16905 4.17718 1.56779
C -9.99017 3.08852 0.16724
C -11.31479 2.51047 -0.27876
Cl -11.97963 1.35861 0.90763
H -9.28149 2.30602 0.43630
H -9.55441 3.67974 -0.63919
H -11.18259 1.96108 -1.21167
H -12.05682 3.29065 -0.44553
Cl -7.84261 0.37752 -8.03267
C -7.01180 1.57945 -9.05394
C -5.61516 1.87763 -8.55935
Cl -5.62356 2.76041 -7.00874
H -7.62614 2.47896 -9.08544
H -6.96450 1.16223 -10.06051
H -5.09584 2.50950 -9.27782
H -5.03362 0.96617 -8.42586
Cl -6.70142 -0.52591 -12.71625
C -5.87309 0.66639 -13.74926
C -4.47222 0.96248 -13.26424
Cl -4.47337 1.85239 -11.71966
H -6.48438 1.56775 -13.78198
H -5.83393 0.24368 -14.75354
H -3.95381 1.58978 -13.99014
H -3.89286 0.05007 -13.12840
*
```

Relative energy (zero: lowest compared OMol25 entry of this formula, charge and spin)   53.4 kcal/mol
DFT total energy   -12268.49152 a.u.
Frontier orbital gap   8.52 eV

Results of the Mulliken charge analysis, in e, for atoms 1 through 5: -1.01, -0.25, -0.05, 1.93, -0.95


Record 2
C39H36AsBrIrN3O4 as an isolated structure in a non-equilibrium geometry. Source: OMol25; level of theory: ωB97M-V with the def2-TZVPD basis set.

```
! wB97M-V def2-TZVPD RIJCOSX def2/J DEFGRID3
* xyz 3 2
Ir 0.04126 0.91297 0.99167
C 0.25178 4.07847 1.18082
O 0.69469 2.84161 1.79895
C 0.83262 3.00002 3.21844
C -0.37096 2.32943 3.76829
O -0.31105 0.96767 3.36340
C 0.53205 0.08116 4.11488
C 1.68569 -0.40797 3.27107
O 1.12633 -0.99995 2.09094
C 2.01689 -1.91255 1.43240
H -0.50789 4.56613 1.79312
H -0.17302 3.84556 0.21528
H 1.10831 4.73877 1.05356
H 0.85446 4.05118 3.50251
H 1.76324 2.53699 3.54636
H -1.25644 2.74359 3.28439
H -0.47906 2.43012 4.84836
H -0.09098 -0.76184 4.40787
H 0.91673 0.56884 5.01123
H 2.24998 -1.15023 3.83838
H 2.35656 0.40779 2.98505
H 2.45706 -2.59567 2.15831
H 2.81241 -1.38409 0.90509
H 1.43179 -2.49410 0.72886
Br -4.64249 -8.18827 2.06258
C -5.07710 -6.59034 1.19898
C -5.47620 -6.62226 -0.14077
C -5.80059 -5.44895 -0.77317
C -5.66952 -4.22575 -0.08413
C -5.31326 -4.20681 1.28564
C -5.01535 -5.38531 1.91502
N -5.95504 -3.09014 -0.77050
N -5.74554 -1.91734 -0.65050
C -4.75206 -1.06370 -0.36746
C -5.14187 0.25501 -0.02144
C -4.24116 1.18993 0.39779
C -2.86551 0.87241 0.47259
O -1.98807 1.67053 0.90582
C -2.43457 -0.41466 -0.02346
N -1.09697 -0.58227 -0.10968
C -0.60526 -1.66392 -0.69398
C -1.43671 -2.64761 -1.23098
C -2.80200 -2.50941 -1.12160
C -3.33744 -1.37770 -0.48376
H -5.53526 -7.56398 -0.66796
H -6.12261 -5.44339 -1.80798
H -5.30413 -3.27032 1.83186
H -4.74092 -5.38943 2.96176
H -6.19809 0.49367 -0.06284
H -4.56198 2.18366 0.68257
H 0.46938 -1.72981 -0.78681
H -1.00183 -3.48870 -1.75323
H -3.45049 -3.24091 -1.58414
C 2.29100 -2.02081 -4.02446
C 1.13203 -1.25462 -3.95134
C 0.98885 -0.31530 -2.94274
C 2.01376 -0.13375 -2.01467
C 3.16674 -0.90694 -2.07794
C 3.30494 -1.84608 -3.09304
As 1.79826 1.25726 -0.68277
C 1.72652 2.79670 -1.83220
C 0.66460 3.23855 -2.60317
C 0.86469 4.29698 -3.47681
C 2.10833 4.91020 -3.54521
C 3.15884 4.48161 -2.74258
C 2.97664 3.41690 -1.87145
C 3.99657 2.85092 -0.95919
C 5.28785 3.33100 -0.78750
C 6.15092 2.71082 0.10761
C 5.74112 1.60636 0.84156
C 4.45444 1.11336 0.68267
C 3.59879 1.73737 -0.21158
H 2.40391 -2.75533 -4.81181
H 0.34570 -1.38383 -4.68410
H 0.08897 0.28838 -2.88584
H 3.96643 -0.76881 -1.36111
H 4.21057 -2.43493 -3.15668
H -0.31228 2.77274 -2.53218
H 0.05518 4.63979 -4.10737
H 2.26153 5.72939 -4.23535
H 4.11802 4.97789 -2.80849
H 5.62277 4.19449 -1.34758
H 7.15588 3.09189 0.23540
H 6.41857 1.13453 1.54087
H 4.14003 0.24517 1.24958
*
```

Relative energy (zero: lowest compared OMol25 entry of this formula, charge and spin)   65.6 kcal/mol
DFT total energy   -6886.02403 a.u.
<S²>   0.889
Frontier orbital gap (spin up / spin down)   4.57 / 5.36 eV

Results of the Mulliken charge analysis, in e, for atoms 1 through 5: 3.12, -0.99, -0.39, -0.58, -0.67


- Among the records above, which one has the lowest DFT total energy?
  C36H72BCl22N6O5